[1]
{"formula": "C6H22BFNbO5S3", "method": "wB97M-V/def2-TZVPD", "homo_energy_ev": -4.36, "charge": -1, "e_lumo_ev": 1.52, "symbols": ["C", "C", "B", "O", "Nb", "S", "O", "O", "F", "H", "H", "H", "H", "H", "H", "H", "H", "H", "H", "C", "S", "O", "C", "H", "H", "H", "H", "H", "H", "C", "S", "O", "C", "H", "H", "H", "H", "H", "H"], "positions_angstrom": [[-1.12699, 0.11705, 3.48614], [0.19460, -0.54267, 2.75304], [-0.19321, -1.47696, 1.43109], [-0.82141, -2.78557, 1.71931], [0.20237, -0.92458, -0.74900], [-1.48666, 0.93327, -0.64314], [-0.70454, 2.23201, -0.26215], [-2.21481, 1.21477, -2.00446], [-2.61728, 0.59293, 0.61700], [-1.52909, 1.08968, 2.97428], [-0.80078, 0.33673, 4.61177], [-1.95682, -0.73421, 3.57580], [1.04459, 0.23253, 2.53171], [0.65307, -1.30733, 3.54591], [-1.80541, -2.77956, 1.51605], [-1.08523, -2.11913, -1.30889], [0.53741, -0.45087, -2.49632], [1.54164, 0.15904, -0.18678], [1.46579, -2.26178, -0.87258], [1.98971, -5.49671, -4.29545], [2.09881, -3.69213, -4.36113], [1.15357, -3.14535, -3.33262], [1.30341, -3.52002, -5.97695], [2.39961, -5.83549, -3.34111], [0.94605, -5.81086, -4.37328], [2.57324, -5.92733, -5.11257], [0.30300, -3.95847, -5.94916], [1.91032, -4.01752, -6.73695], [1.22630, -2.45658, -6.21526], [0.44643, 6.06053, 3.42421], [-0.61728, 4.65130, 3.81829], [0.21174, 3.40850, 3.68248], [-1.64867, 4.78163, 2.33761], [1.20534, 6.15252, 4.20469], [0.93573, 5.90110, 2.46030], [-0.15348, 6.97314, 3.39423], [-1.02775, 4.70270, 1.44203], [-2.17757, 5.73748, 2.34464], [-2.37579, 3.96624, 2.34723]], "forces_ev_per_angstrom": [[0.3, -0.8, 0.9], [0.9, -0.8, 0.9], [-2.2, 0.2, 3.2], [-0.7, 2.1, -0.2], [2.8, -2.5, -2.7], [-0.7, 6.0, -3.5], [-2.6, -4.2, -0.2], [1.5, -1.5, 5.0], [0.6, 0.8, -1.2], [0.8, -2.1, 1.0], [-0.8, -0.1, -2.5], [1.6, 2.0, -0.4], [-1.9, -1.2, 0.4], [-0.9, 1.5, -1.4], [2.0, 0.0, -0.2], [-0.1, -0.5, 0.2], [-0.8, 1.3, -0.2], [0.7, -0.2, 0.4], [-0.5, 0.3, 0.7], [-0.1, -0.2, 0.0], [-0.6, 0.4, 0.7], [0.7, -0.6, -1.0], [-0.1, 0.0, -0.1], [0.0, 0.2, -0.1], [0.0, 0.1, 0.0], [0.0, 0.1, 0.0], [0.1, 0.0, 0.1], [0.0, 0.0, 0.1], [0.1, -0.1, 0.2], [0.1, 0.1, -0.1], [0.3, -0.6, -0.3], [-0.4, 0.9, 0.1], [0.0, 0.0, -0.1], [-0.1, -0.1, 0.0], [-0.1, -0.1, 0.1], [0.0, -0.1, 0.0], [0.0, -0.1, 0.1], [0.0, 0.0, 0.1], [0.2, 0.0, 0.1]], "lowdin_charge": [-0.1534, -0.2460, -0.6039, -0.0916, 1.0452, 0.5204, -0.4990, -0.5030, -0.3838, 0.0607, 0.0779, 0.0810, 0.0838, 0.0993, 0.0996, -0.1186, -0.1215, -0.1330, -0.1010, -0.2823, 0.7925, -0.6313, -0.2797, 0.0486, 0.0548, 0.0437, 0.0553, 0.0437, 0.0510, -0.2846, 0.7958, -0.5536, -0.2659, 0.0434, 0.0580, 0.0446, 0.0558, 0.0458, 0.0514]}


[2]
{"formula": "C2H4N2O2", "method": "wB97M-V/def2-TZVPD", "homo_energy_ev": -9.60, "e_lumo_ev": 0.45, "e_above_lowest_ev": 2.729, "symbols": ["H", "N", "C", "O", "H", "H", "N", "C", "O", "H"], "positions_angstrom": [[0.45897, -1.12975, -0.91114], [-0.39236, -0.60920, -1.06926], [-1.33760, -0.61922, -0.24347], [-1.35902, -0.55969, 1.08678], [-2.34865, -0.69198, -0.65520], [-0.49117, -0.13675, 1.29840], [1.11520, 0.60093, 0.90639], [1.42347, 0.64671, -0.29734], [1.80381, 0.92857, -1.34333], [1.12735, 1.57038, 1.22816]], "forces_ev_per_angstrom": [[0.2, 0.4, 0.6], [-0.2, -1.5, -1.4], [-1.4, -0.3, -0.2], [0.6, 0.2, -0.1], [-0.1, 0.5, 0.2], [0.1, -0.5, 0.4], [0.1, 0.1, -0.2], [0.0, 1.8, 1.1], [0.4, -0.6, -0.8], [0.2, -0.2, 0.4]], "lowdin_charge": [0.0597, 0.0726, -0.3548, 0.0372, 0.1213, 0.0533, 0.1140, -0.4203, 0.2048, 0.1122]}


[3]
{"formula": "C2H4N2O2", "method": "wB97M-V/def2-TZVPD", "homo_energy_ev": -9.34, "e_lumo_ev": 0.76, "e_above_lowest_ev": 2.770, "symbols": ["N", "N", "C", "O", "C", "O", "H", "H", "H", "H"], "positions_angstrom": [[-0.06371, -0.67912, -1.26541], [0.12152, 0.12511, -0.16714], [-1.10968, 0.87216, 0.28612], [-2.21988, 0.76698, -0.11247], [1.18649, -0.04788, 0.67444], [2.03420, -0.90271, 0.52508], [0.51445, -1.63940, -1.17469], [-1.05221, -0.89053, -1.36789], [-0.81613, 1.55136, 1.19962], [1.40494, 0.84405, 1.40234]], "forces_ev_per_angstrom": [[1.7, -3.5, -1.0], [-3.2, 1.6, 1.4], [3.3, 0.3, 2.3], [0.3, -0.5, -0.9], [1.7, 1.7, 0.5], [-0.7, 0.0, 0.0], [-1.7, 3.0, 0.1], [0.0, 0.0, 0.2], [-0.4, -1.1, -1.6], [-1.1, -1.5, -0.9]], "lowdin_charge": [0.0590, -0.1512, -0.2376, 0.0864, -0.3373, 0.0266, 0.1622, 0.0770, 0.1550, 0.1599]}


[4]
{"formula": "C24H32N2O3", "method": "wB97M-V/def2-TZVPD", "homo_energy_ev": -8.03, "e_lumo_ev": 0.81, "e_above_lowest_ev": 1.481, "symbols": ["C", "C", "C", "C", "C", "C", "C", "N", "C", "C", "C", "C", "C", "N", "C", "O", "C", "C", "C", "C", "C", "O", "C", "C", "O", "C", "C", "C", "C", "H", "H", "H", "H", "H", "H", "H", "H", "H", "H", "H", "H", "H", "H", "H", "H", "H", "H", "H", "H", "H", "H", "H", "H", "H", "H", "H", "H", "H", "H", "H", "H"], "positions_angstrom": [[-3.11355, -3.61917, -0.34783], [-2.51299, -2.76761, 0.76352], [-1.02075, -2.57354, 0.69437], [-0.26433, -2.83666, -0.43895], [1.10143, -2.60918, -0.45049], [1.75225, -2.12134, 0.67304], [3.22645, -1.82533, 0.64158], [3.50674, -0.61926, -0.13188], [4.92591, -0.31750, -0.14355], [5.21257, 0.88205, -1.04369], [4.41243, 2.10149, -0.59205], [2.93610, 1.71791, -0.55777], [2.01939, 2.86512, -0.11201], [0.63560, 2.56329, -0.40421], [-0.18780, 1.94607, 0.48384], [0.06044, 1.86501, 1.67101], [-1.39259, 1.34374, -0.17261], [-1.10303, 0.41442, -1.18247], [-2.09992, -0.27508, -1.82547], [-3.42745, -0.06769, -1.47080], [-3.74305, 0.83739, -0.47746], [-5.00570, 1.11816, -0.05192], [-6.07523, 0.40939, -0.62455], [-2.72008, 1.57075, 0.18367], [-3.20832, 2.46507, 1.07283], [-2.37036, 3.39967, 1.70763], [2.76378, 0.51956, 0.37149], [0.99846, -1.86636, 1.81247], [-0.36398, -2.08616, 1.81954], [-3.01319, -3.12800, -1.31212], [-2.62496, -4.59002, -0.39435], [-4.17330, -3.77898, -0.15842], [-2.75395, -3.22146, 1.72898], [-2.98041, -1.77731, 0.74952], [-0.73512, -3.22151, -1.32997], [1.67247, -2.80644, -1.34631], [3.60253, -1.72823, 1.67675], [3.76256, -2.64980, 0.16025], [5.46106, -1.19431, -0.51916], [5.29694, -0.10430, 0.87756], [6.28206, 1.09906, -1.02527], [4.93167, 0.62748, -2.06707], [4.57905, 2.93693, -1.27550], [4.73399, 2.40968, 0.40538], [2.64071, 1.41013, -1.56817], [2.09542, 3.01315, 0.96713], [2.29209, 3.79294, -0.62341], [0.39378, 2.49535, -1.38151], [-0.07081, 0.21561, -1.43051], [-1.85681, -0.98163, -2.60334], [-4.20279, -0.61716, -1.97981], [-5.97944, -0.66924, -0.45990], [-6.16245, 0.60567, -1.69877], [-6.96973, 0.77164, -0.12047], [-1.76111, 3.94871, 0.98197], [-1.70913, 2.92517, 2.43667], [-3.04423, 4.09039, 2.21390], [1.71142, 0.24114, 0.42813], [3.09096, 0.80126, 1.38928], [1.48118, -1.48108, 2.69911], [-0.93291, -1.86902, 2.71216]], "forces_ev_per_angstrom": [[0.0, 0.1, 0.2], [-0.1, -0.1, -0.1], [0.0, 0.0, 0.2], [0.0, -0.1, 0.0], [0.1, 0.0, 0.1], [0.0, -0.1, 0.1], [0.0, 0.0, -0.1], [0.0, 0.0, 0.1], [0.1, 0.0, -0.3], [0.1, 0.0, 0.3], [-0.2, -0.2, -0.3], [0.1, 0.3, 0.4], [0.3, -0.2, 0.0], [0.0, 0.1, -0.3], [-0.1, 0.2, -0.1], [0.1, -0.2, 0.2], [-0.2, -0.1, 0.1], [-0.1, 0.0, -0.1], [0.1, 0.0, 0.0], [-0.2, 0.1, 0.1], [0.0, 0.1, 0.2], [0.4, 0.1, 0.1], [-0.2, -0.1, -0.1], [-0.2, 0.1, 0.0], [-0.1, -0.5, -0.2], [0.3, 0.3, 0.4], [-0.2, 0.1, -0.4], [0.1, -0.1, -0.1], [0.0, 0.0, -0.1], [0.0, 0.0, -0.2], [0.0, -0.1, -0.1], [-0.1, 0.0, 0.0], [0.0, 0.1, 0.0], [0.0, 0.0, 0.1], [-0.1, -0.1, -0.1], [0.1, 0.0, -0.1], [0.0, 0.0, -0.1], [0.0, 0.0, 0.1], [0.0, 0.0, 0.1], [0.0, 0.0, 0.0], [0.0, 0.0, -0.1], [0.0, 0.0, -0.1], [0.0, 0.1, 0.0], [0.0, 0.1, 0.1], [0.0, 0.0, 0.0], [0.1, 0.1, -0.1], [0.0, 0.0, 0.1], [-0.1, 0.0, 0.1], [0.1, 0.0, 0.0], [0.0, -0.1, -0.1], [-0.1, 0.0, 0.0], [0.0, 0.0, 0.0], [0.0, 0.0, 0.0], [0.0, -0.1, -0.1], [-0.1, 0.0, 0.0], [-0.1, 0.1, -0.1], [0.1, 0.0, -0.1], [0.1, 0.1, 0.1], [0.0, 0.0, 0.0], [0.1, 0.1, 0.1], [-0.1, 0.0, 0.1]], "lowdin_charge": [-0.1061, -0.2027, -0.2324, -0.0495, -0.0301, -0.2363, -0.1578, -0.1495, -0.2081, -0.1771, -0.1713, -0.2915, -0.1383, 0.0769, -0.4809, 0.0629, -0.0548, -0.0475, -0.0893, -0.0291, -0.1985, -0.0635, -0.0810, -0.1339, -0.0405, -0.0573, -0.1615, -0.0385, -0.0297, 0.0543, 0.0776, 0.0704, 0.1147, 0.1038, 0.1020, 0.1151, 0.1256, 0.1250, 0.1200, 0.1271, 0.1093, 0.1144, 0.1135, 0.1219, 0.1480, 0.1295, 0.1249, 0.1401, 0.1123, 0.1070, 0.1062, 0.0941, 0.0967, 0.0954, 0.1023, 0.0874, 0.0977, 0.1013, 0.1470, 0.1154, 0.1166]}


[5]
{"formula": "C7H14Si", "method": "wB97M-V/def2-TZVPD", "homo_energy_ev": [-6.62, -10.04], "multiplicity": 3, "s_squared": 2.023, "e_lumo_ev": [0.94, -0.83], "e_above_lowest_ev": 1.631, "symbols": ["C", "C", "C", "C", "C", "C", "C", "Si", "H", "H", "H", "H", "H", "H", "H", "H", "H", "H", "H", "H", "H", "H"], "positions_angstrom": [[-3.36783, 0.47459, -0.12701], [0.94039, -1.68199, -2.14430], [-2.77019, 1.25665, -0.97801], [0.89750, -0.37430, -2.26240], [1.87467, -0.55596, 1.34446], [-0.36163, 0.22300, 1.65238], [0.95326, 0.57585, 1.00283], [0.78885, 0.88232, -0.88916], [-2.85386, -0.13762, 0.55586], [-4.50297, 0.53065, 0.02413], [0.90527, -2.31703, -2.90723], [1.10345, -1.98008, -1.10575], [-1.58043, 1.39489, -1.14646], [0.91930, -0.03188, -3.26825], [1.36238, -1.48523, 1.75698], [2.61233, -0.74663, 0.62108], [2.58458, -0.23910, 2.24929], [-1.03385, 1.13028, 1.52359], [-0.46489, 0.02159, 2.75476], [-0.70824, -0.64354, 1.11825], [1.35077, 1.44110, 1.43405], [1.35113, 2.26245, -1.20908]], "forces_ev_per_angstrom": [[-2.9, 1.3, -0.4], [0.5, 1.7, 4.6], [3.1, 0.1, -0.1], [0.4, 1.4, 0.4], [1.9, -0.5, 3.7], [-2.0, 2.2, 0.5], [-0.4, -1.8, -0.4], [0.2, 1.0, -0.1], [0.7, -0.8, 0.7], [1.6, -0.3, -0.4], [0.0, -2.7, -2.9], [-0.3, -1.0, -0.4], [-3.0, -0.2, 0.1], [-0.3, 0.9, -0.8], [0.6, 1.0, -1.0], [0.7, -0.9, -1.2], [-1.6, -0.5, -1.5], [0.2, -1.4, -0.1], [1.0, 0.0, -0.9], [-0.8, -0.3, -0.1], [0.5, 1.7, 0.3], [-0.1, -0.8, 0.0]], "lowdin_charge": [-0.1543, -0.0643, 0.0119, -0.3359, -0.1688, -0.1831, -0.5696, 0.8224, -0.0018, 0.0703, 0.0086, 0.0485, -0.0082, 0.0321, 0.0977, 0.0306, 0.1176, 0.0826, 0.0984, 0.0551, 0.0670, -0.0568]}


[6]
{"formula": "C24H19BrN9OPdS", "method": "wB97M-V/def2-TZVPD", "homo_energy_ev": [-16.23, -16.75], "multiplicity": 5, "s_squared": 6.124, "charge": 3, "e_lumo_ev": [-9.77, -11.37], "e_above_lowest_ev": 0.000, "symbols": ["Pd", "Br", "C", "C", "C", "C", "C", "C", "N", "N", "C", "C", "C", "C", "O", "C", "N", "C", "C", "C", "C", "H", "H", "H", "H", "H", "H", "H", "H", "H", "C", "C", "N", "N", "C", "S", "N", "N", "H", "H", "H", "H", "H", "H", "N", "C", "C", "C", "C", "C", "N", "C", "H", "H", "H", "H"], "positions_angstrom": [[1.79094, -0.13341, -1.51116], [-8.35657, 2.23417, 5.87970], [-7.30496, 1.25633, 4.73155], [-6.64456, 1.91416, 3.67016], [-5.85355, 1.20887, 2.80945], [-5.72546, -0.19198, 2.99997], [-6.42680, -0.86342, 4.03452], [-7.18777, -0.13533, 4.90554], [-5.04143, -0.95832, 2.13516], [-4.20381, -1.16585, 1.30563], [-2.99112, -0.56128, 1.03659], [-2.60516, 0.68035, 1.58185], [-1.38650, 1.21712, 1.28845], [-0.47013, 0.54889, 0.38769], [0.64702, 1.02324, 0.13184], [-0.90261, -0.73119, -0.20947], [-0.04530, -1.32287, -1.05929], [-0.38339, -2.48926, -1.59311], [-1.59786, -3.12003, -1.31639], [-2.49256, -2.51546, -0.46604], [-2.14244, -1.28475, 0.11797], [-6.78380, 2.97873, 3.54279], [-5.38584, 1.69871, 1.96613], [-6.33919, -1.93733, 4.12407], [-7.71714, -0.61977, 5.71371], [-3.26355, 1.18702, 2.27415], [-1.05295, 2.14492, 1.73342], [0.32975, -2.93691, -2.27441], [-1.82290, -4.06846, -1.78338], [-3.44932, -2.97218, -0.25440], [4.56008, 4.03244, -3.60869], [3.89726, 2.83512, -4.17149], [3.81410, 2.51516, -5.41977], [3.12377, 1.34197, -5.45019], [2.77031, 0.91351, -4.24970], [1.89940, -0.50382, -3.84800], [3.24971, 1.86411, -3.41046], [3.10598, 1.78238, -2.02174], [5.10444, 4.53137, -4.40633], [5.26840, 3.76032, -2.82510], [3.82558, 4.72811, -3.19999], [2.94773, 0.88777, -6.33647], [4.03131, 1.80934, -1.59856], [2.55884, 2.57363, -1.68608], [6.35067, -4.51430, -1.02862], [5.76556, -3.65688, -0.54072], [4.99867, -2.59979, 0.05267], [5.21664, -2.16755, 1.35749], [4.42707, -1.14338, 1.85572], [3.45342, -0.58879, 1.04733], [3.24790, -1.00522, -0.21111], [4.00445, -1.99111, -0.70258], [5.98885, -2.62576, 1.96079], [4.56355, -0.77513, 2.86226], [2.81616, 0.21223, 1.39984], [3.81915, -2.30042, -1.72322]], "forces_ev_per_angstrom": [[-0.3, 0.5, -0.1], [0.0, 0.0, 0.0], [0.1, -0.1, -0.1], [0.0, 0.0, 0.0], [-0.1, 0.1, 0.0], [0.1, -0.2, 0.0], [-0.1, 0.1, 0.1], [0.0, 0.0, 0.0], [-0.2, 0.1, -0.1], [0.2, 0.0, 0.0], [-0.1, -0.1, 0.0], [0.1, 0.0, 0.0], [0.0, 0.0, 0.0], [0.0, 0.0, 0.0], [0.0, -0.2, 0.1], [0.0, 0.0, 0.0], [-0.1, -0.1, 0.1], [0.0, 0.0, -0.1], [0.0, 0.0, 0.0], [0.1, 0.0, 0.0], [0.1, 0.0, -0.1], [0.0, 0.0, 0.0], [0.0, 0.0, 0.0], [0.0, 0.0, 0.0], [0.0, 0.0, 0.0], [0.0, 0.0, 0.0], [0.0, 0.0, 0.0], [0.0, 0.0, 0.0], [0.0, 0.0, 0.0], [0.0, 0.0, 0.0], [0.0, 0.0, 0.0], [0.0, 0.1, 0.0], [0.0, 0.0, 0.0], [0.0, 0.0, 0.1], [0.0, -0.1, 0.0], [0.0, -0.1, 0.0], [0.0, -0.1, -0.1], [0.0, 0.0, -0.1], [0.0, 0.0, 0.0], [0.0, 0.0, 0.0], [0.0, 0.0, 0.0], [0.0, 0.0, 0.0], [-0.1, 0.0, 0.1], [0.1, 0.0, 0.0], [0.0, 0.0, 0.0], [0.0, 0.0, 0.0], [0.0, 0.0, 0.0], [0.0, 0.0, 0.0], [0.0, 0.0, 0.0], [0.0, 0.0, 0.0], [0.2, -0.1, 0.1], [0.0, 0.0, 0.0], [0.0, 0.0, 0.0], [0.0, 0.0, 0.0], [0.0, 0.0, 0.0], [0.0, 0.0, 0.0]], "lowdin_charge": [0.8228, 0.9856, -0.6475, -0.0714, 0.0133, -0.1986, 0.0468, -0.0649, 0.2019, 0.1929, -0.1070, 0.0423, 0.0844, -0.2879, -0.0054, -0.1274, 0.0277, -0.0615, 0.0265, 0.0587, -0.0686, 0.1252, 0.1255, 0.1405, 0.1285, 0.1142, 0.1446, 0.1263, 0.1373, 0.1348, 0.0249, -0.2875, 0.1779, 0.0768, -0.6956, 0.6869, -0.0768, 0.0875, 0.1080, 0.0945, 0.1014, 0.1860, 0.1326, 0.1321, 0.2223, -0.1521, -0.1753, 0.0461, -0.0026, -0.1026, -0.0686, -0.0626, 0.1466, 0.1299, 0.1101, 0.1205]}


- Number 4 is which compound?
  C24H32N2O3